Record 1
Below is C31H50N4ORe as an isolated structure in a non-equilibrium geometry, with properties calculated with the ωB97M-V functional and the def2-TZVPD basis.

```
87
C31H50N4ORe | the OMol25 dataset | the ωB97M-V functional and the def2-TZVPD basis
Re -0.368 -1.180 0.687
C -2.312 -4.393 0.029
C -1.840 -2.404 0.959
N -1.451 -3.743 0.869
H -4.169 -3.649 -0.937
N -3.032 -2.323 0.278
H -2.170 -5.426 -0.244
C -0.243 -0.769 -1.319
C 0.366 0.399 -1.878
C 0.453 0.565 -3.257
C -0.030 -0.418 -4.129
C -0.595 -1.590 -3.618
C -0.683 -1.776 -2.237
H 0.808 1.150 -1.224
H 0.910 1.475 -3.665
H -0.968 -2.372 -4.290
H -1.086 -2.721 -1.855
C 0.084 -0.188 -5.598
H -0.278 -1.055 -6.154
H 1.127 0.008 -5.873
H -0.500 0.693 -5.887
C -0.069 -4.128 1.136
C -0.076 -5.614 1.462
C 0.816 -3.854 -0.062
H -0.379 -6.222 0.607
H 0.946 -5.883 1.744
H -0.730 -5.813 2.309
H 1.407 -3.619 2.572
H -0.261 -3.326 3.135
H 0.944 -2.766 -0.294
C 0.413 -3.270 2.281
H 0.444 -4.340 -0.966
H 1.818 -4.238 0.169
H 0.604 -2.165 2.006
C -3.300 -3.524 -0.313
C -3.785 -0.819 -1.503
H -4.271 -1.656 -2.023
H -4.368 0.097 -1.678
C -3.718 -1.051 -0.002
H -3.299 1.025 0.432
C -5.132 -1.163 0.555
H -5.105 -1.354 1.634
H -2.780 -0.677 -1.918
H -1.824 0.073 0.319
H -5.703 -1.951 0.048
H -5.643 -0.207 0.387
C -2.919 0.026 0.700
H -2.976 -0.066 1.785
C 3.458 3.601 1.490
N 3.260 2.635 0.514
H 2.080 5.223 2.079
N 1.629 4.008 0.354
H 4.216 3.527 2.243
C 3.920 1.292 0.488
C 5.185 1.336 -0.359
C 4.203 0.902 1.931
H 5.911 2.054 0.037
H 5.634 0.332 -0.352
H 4.921 1.571 -1.399
H 3.348 -0.707 -0.141
H 2.828 0.588 -1.239
H 3.286 0.913 2.535
C 2.966 0.326 -0.183
H 4.943 1.571 2.383
H 4.619 -0.113 1.968
H 2.008 0.354 0.348
C 2.402 4.448 1.415
C -0.480 4.119 1.559
H -0.102 4.820 2.313
H -1.565 4.264 1.479
C 0.205 4.366 0.215
H -1.343 3.828 -1.212
C 0.061 5.840 -0.137
H 0.606 6.070 -1.061
H -0.287 3.106 1.932
H -0.403 2.463 -0.620
H 0.402 6.491 0.680
H -1.004 6.055 -0.318
C -0.343 3.513 -0.909
H 0.311 3.609 -1.778
C 2.228 2.991 -0.266
C -1.000 -0.084 3.420
C -0.188 0.155 2.168
O 0.591 1.125 2.005
H -1.593 0.829 3.613
H -0.300 -0.266 4.264
H -1.690 -0.948 3.360
```

- Strongest force on any atom: 2.53 eV Å⁻¹
- Charge: -2
- Molar mass: 681.0 g mol⁻¹
- E_LUMO (alpha / beta): 0.1565 / 0.1541 Ha
- Multiplicity: 4

Record 2
Below is C31H51AsFeI2N2O7S3SbSi3 as an isolated structure in a non-equilibrium geometry, with properties calculated with the ωB97M-V functional and the def2-TZVPD basis.

```
102
C31H51AsFeI2N2O7S3SbSi3 | the OMol25 dataset | the ωB97M-V functional and the def2-TZVPD basis
Fe -0.103 0.383 1.071
I -4.926 -3.794 5.445
C -3.867 -2.340 4.378
C -4.436 -1.761 3.257
C -3.706 -0.803 2.568
I -4.494 0.038 0.826
C -2.413 -0.369 2.958
O -1.779 0.573 2.342
C -1.858 -1.033 4.081
C -0.416 -0.762 4.454
N 0.502 -1.008 3.336
C 0.715 -2.429 3.125
C -0.209 -3.004 2.069
C -0.467 -4.372 2.040
C -1.252 -4.899 1.036
C -1.788 -4.038 0.090
C -1.498 -2.693 0.200
N -0.710 -2.177 1.150
C -2.582 -1.990 4.774
H -5.420 -2.049 2.915
H -0.163 -1.415 5.298
H -0.289 0.267 4.796
H 1.388 -0.528 3.474
H 0.591 -3.000 4.052
H 1.733 -2.592 2.773
H -0.049 -5.007 2.813
H -1.444 -5.963 0.986
H -2.410 -4.397 -0.719
H -1.911 -1.985 -0.505
H -2.126 -2.485 5.626
O 2.961 -0.682 -1.152
S 2.607 0.113 0.018
O 1.878 1.334 -0.314
O 1.926 -0.700 1.037
C 4.114 0.762 0.654
C 5.298 0.556 -0.022
C 6.419 1.301 0.322
C 6.338 2.250 1.328
C 5.153 2.443 2.030
C 4.021 1.714 1.702
S 2.621 1.859 2.880
O 2.843 3.123 3.548
O 2.821 0.683 3.716
O 1.321 1.838 2.171
H 5.321 -0.176 -0.819
H 7.347 1.159 -0.220
H 7.208 2.849 1.571
H 5.079 3.169 2.828
C 1.117 0.923 -5.201
Si 1.216 1.344 -3.366
C 0.356 2.990 -3.183
C 3.041 1.647 -3.127
Sb -0.095 -0.232 -1.746
Si -2.214 0.257 -3.223
C -3.291 1.641 -2.550
C -2.094 0.625 -5.064
C -3.330 -1.274 -3.205
Si 0.686 -2.476 -2.741
C -0.683 -3.548 -3.459
C 1.875 -2.194 -4.151
C 1.593 -3.562 -1.531
H 0.852 1.829 -5.758
H 0.377 0.161 -5.441
H 2.089 0.571 -5.559
H 0.836 3.751 -3.808
H 0.388 3.318 -2.139
H -0.701 2.922 -3.464
H 3.428 2.291 -3.924
H 3.588 0.701 -3.126
H 3.223 2.122 -2.160
H -2.974 2.622 -2.924
H -3.243 1.697 -1.459
H -4.332 1.466 -2.847
H -1.449 1.478 -5.290
H -3.105 0.858 -5.417
H -1.724 -0.237 -5.630
H -3.455 -1.698 -2.202
H -2.938 -2.058 -3.860
H -4.331 -1.001 -3.569
H -0.889 -3.265 -4.500
H -1.620 -3.457 -2.905
H -0.377 -4.600 -3.443
H 1.391 -1.709 -5.000
H 2.309 -3.142 -4.486
H 2.688 -1.539 -3.811
H 0.936 -3.975 -0.757
H 2.372 -2.978 -1.031
H 2.066 -4.388 -2.073
C -0.515 3.176 3.821
As -1.455 3.415 2.167
C -1.305 5.333 1.968
C -3.311 3.294 2.646
S -1.078 2.663 0.231
H -1.089 3.722 4.567
H 0.501 3.557 3.727
H -0.464 2.114 4.058
H -1.733 5.848 2.829
H -1.815 5.633 1.057
H -0.248 5.588 1.883
H -3.537 4.058 3.392
H -3.521 2.304 3.047
H -3.902 3.450 1.749
```

- Strongest force on any atom: 1.75 eV Å⁻¹
- Charge: -1
- ΔE to the lowest compared entry with this formula, charge and spin: 0.501 eV
- Molar mass: 1250.6 g mol⁻¹
- E_LUMO (alpha / beta): 0.0749 / 0.0749 Ha
- Multiplicity: 5

Record 3
Below is C31H51Cl2N4PTi as an isolated structure in a non-equilibrium geometry, with properties calculated with the ωB97M-V functional and the def2-TZVPD basis.

```
90
C31H51Cl2N4PTi | the OMol25 dataset | the ωB97M-V functional and the def2-TZVPD basis
P 0.369 1.557 -0.114
C 1.277 1.978 -1.748
C 1.681 3.432 -2.052
C 2.201 3.569 -3.485
C 3.312 2.567 -3.827
C 3.011 1.136 -3.371
C 2.495 1.071 -1.923
C 1.676 1.970 1.210
C 2.553 3.201 0.986
C 3.419 3.499 2.217
C 4.231 2.285 2.672
C 3.421 0.981 2.739
C 2.550 0.741 1.495
C -0.618 3.147 0.043
C -1.623 3.256 -1.120
C -2.518 4.500 -1.007
C -3.173 4.668 0.366
C -2.170 4.543 1.515
C -1.268 3.300 1.429
H 0.515 1.686 -2.494
H 2.477 3.743 -1.368
H 0.854 4.137 -1.906
H 2.554 4.596 -3.647
H 1.357 3.422 -4.172
H 3.482 2.575 -4.910
H 4.244 2.899 -3.355
H 2.246 0.694 -4.025
H 3.906 0.509 -3.468
H 2.246 0.031 -1.672
H 3.300 1.394 -1.247
H 1.062 2.159 2.106
H 2.766 3.838 3.032
H 1.963 4.097 0.743
H 3.230 3.016 0.142
H 4.088 4.339 1.988
H 4.667 2.489 3.657
H 5.068 2.144 1.977
H 4.097 0.130 2.888
H 2.763 1.015 3.619
H 1.915 -0.143 1.646
H 3.195 0.531 0.630
H 0.112 3.969 -0.048
H -1.112 3.288 -2.094
H -2.258 2.358 -1.141
H -1.909 5.389 -1.227
H -3.290 4.457 -1.782
H -3.953 3.909 0.489
H -3.666 5.647 0.416
H -2.703 4.532 2.472
H -1.528 5.435 1.531
H -0.501 3.394 2.211
H -1.851 2.401 1.672
Ti -0.938 -2.127 0.285
Cl -0.804 -0.822 2.118
Cl -0.456 -1.438 -1.792
C 0.020 -3.765 0.638
H -0.683 -4.557 0.927
C 1.430 -4.077 0.663
C 1.978 -5.210 1.352
C 3.349 -5.399 1.418
C 4.239 -4.509 0.786
C 3.719 -3.425 0.054
C 2.346 -3.230 -0.022
H 1.287 -5.914 1.819
H 3.757 -6.257 1.963
H 4.386 -2.743 -0.463
H 1.923 -2.432 -0.638
H 5.316 -4.662 0.845
C -2.759 -4.348 -0.844
N -2.715 -3.222 0.152
C -3.159 -3.805 1.474
N -4.515 -4.409 1.409
C -4.523 -5.473 0.379
N -4.110 -4.968 -0.954
C -5.089 -3.924 -1.333
N -5.129 -2.799 -0.356
C -3.771 -2.210 -0.265
C -5.481 -3.383 0.966
H -2.064 -5.138 -0.546
H -2.477 -3.948 -1.824
H -3.168 -3.002 2.222
H -2.467 -4.598 1.771
H -5.550 -5.853 0.298
H -3.839 -6.271 0.683
H -4.823 -3.527 -2.320
H -6.091 -4.377 -1.353
H -3.814 -1.401 0.476
H -3.509 -1.823 -1.256
H -6.467 -3.858 0.869
H -5.511 -2.577 1.709
```

- Strongest force on any atom: 2.45 eV Å⁻¹
- Charge: -1
- Molar mass: 629.5 g mol⁻¹
- E_LUMO (alpha / beta): 0.0897 / 0.0896 Ha
- Multiplicity: 2

Record 4
Below is C31H52AsBrNOPRuSeSi4 as an isolated structure in a non-equilibrium geometry, with properties calculated with the ωB97M-V functional and the def2-TZVPD basis.

```
94
C31H52AsBrNOPRuSeSi4 | the OMol25 dataset | the ωB97M-V functional and the def2-TZVPD basis
Ru -0.169 -0.586 -0.073
O -2.027 -2.596 0.885
N -2.030 -1.592 -0.079
C -2.888 -1.816 -1.012
C -3.310 -0.886 -2.015
C -4.369 -1.294 -2.852
C -4.927 -0.456 -3.783
C -4.433 0.837 -3.929
C -3.378 1.247 -3.138
C -2.790 0.414 -2.183
P -1.336 1.122 -1.262
C -0.455 1.582 -2.810
C -0.069 0.450 -3.534
C 0.512 0.565 -4.784
C 0.701 1.823 -5.343
C 0.336 2.950 -4.626
C -0.225 2.836 -3.359
C -2.307 2.453 -0.468
C -2.834 2.084 0.768
C -3.649 2.950 1.478
C -3.943 4.203 0.963
C -3.411 4.580 -0.263
C -2.604 3.713 -0.979
H -2.490 -3.362 0.510
H -3.396 -2.780 -0.987
H -4.756 -2.300 -2.727
H -5.752 -0.795 -4.396
H -4.865 1.511 -4.657
H -2.995 2.250 -3.262
H -0.238 -0.532 -3.100
H 0.812 -0.323 -5.327
H 1.142 1.923 -6.327
H 0.493 3.935 -5.049
H -0.438 3.729 -2.792
H -2.583 1.112 1.185
H -4.043 2.646 2.440
H -4.571 4.889 1.518
H -3.616 5.567 -0.661
H -2.192 4.038 -1.923
C -1.321 -2.503 5.120
Si 0.002 -2.557 3.748
C 1.701 -2.681 4.605
C -0.260 -4.272 2.968
As -0.321 -0.656 2.421
Si 0.657 0.978 3.808
C -0.205 2.617 3.439
C 0.307 0.707 5.662
C 2.535 1.098 3.560
H -1.188 -3.303 5.853
H -2.312 -2.608 4.672
H -1.297 -1.547 5.646
H 1.745 -3.560 5.255
H 1.901 -1.798 5.214
H 2.504 -2.764 3.870
H -0.275 -5.037 3.748
H 0.523 -4.532 2.255
H -1.217 -4.310 2.443
H -1.252 2.559 3.748
H -0.180 2.837 2.371
H 0.270 3.453 3.958
H -0.772 0.651 5.826
H 0.687 1.556 6.236
H 0.756 -0.203 6.062
H 2.744 1.207 2.495
H 3.033 0.189 3.907
H 2.974 1.955 4.079
Br 1.089 3.403 0.081
C 2.391 -2.987 0.567
Si 0.936 -2.655 -0.653
C 1.817 -2.795 -2.351
C -0.003 -4.333 -0.666
H 2.948 -3.889 0.282
H 2.035 -3.109 1.591
H 3.081 -2.142 0.561
H 2.323 -3.764 -2.395
H 2.562 -2.013 -2.483
H 1.118 -2.742 -3.192
H 0.736 -5.132 -0.765
H -0.678 -4.395 -1.527
H -0.580 -4.519 0.240
C 3.623 2.916 -2.112
Si 3.682 1.124 -1.529
C 3.960 0.062 -3.073
C 5.138 0.927 -0.335
Se 1.994 0.417 -0.131
H 4.542 3.146 -2.662
H 3.528 3.601 -1.272
H 2.773 3.085 -2.771
H 4.729 0.526 -3.698
H 3.049 -0.018 -3.663
H 4.298 -0.943 -2.819
H 6.079 1.273 -0.771
H 5.251 -0.117 -0.038
H 4.935 1.507 0.567
```

- Strongest force on any atom: 1.51 eV Å⁻¹
- Charge: -1
- ΔE to the lowest compared entry with this formula, charge and spin: 3.886 eV
- Molar mass: 932.9 g mol⁻¹
- E_LUMO (alpha / beta): 0.0621 / 0.0598 Ha
- Multiplicity: 2

Record 5
Below is C31H52AsCoN2OP2 as an isolated structure in a non-equilibrium geometry, with properties calculated with the ωB97M-V functional and the def2-TZVPD basis.

```
90
C31H52AsCoN2OP2 | the OMol25 dataset | the ωB97M-V functional and the def2-TZVPD basis
Co -0.670 0.796 0.503
C -2.468 1.669 1.404
C -1.640 1.327 2.468
C -0.365 2.023 2.289
C -0.513 2.903 1.166
C -1.752 2.616 0.574
C -2.357 3.338 -0.567
C 0.290 4.135 0.885
C 0.701 2.154 3.318
C -2.144 0.689 3.713
C -3.897 1.279 1.288
H -2.778 2.637 -1.279
H -1.635 3.967 -1.087
H -3.162 3.983 -0.205
H 0.980 4.061 0.051
H 0.856 4.428 1.766
H -0.395 4.947 0.642
H 0.604 3.128 3.803
H 1.705 2.102 2.912
H 0.604 1.399 4.096
H -1.412 0.057 4.210
H -3.041 0.103 3.543
H -2.409 1.489 4.407
H -4.297 1.541 0.319
H -4.480 1.817 2.038
H -4.050 0.213 1.463
C 2.847 2.091 0.407
P 1.542 1.055 -0.335
C 2.380 -0.558 -0.128
N 3.670 -0.656 -0.350
C 4.205 -1.894 -0.331
C 5.595 -2.062 -0.545
C 6.122 -3.318 -0.577
C 5.297 -4.459 -0.403
C 3.958 -4.331 -0.190
C 3.382 -3.037 -0.136
N 2.068 -2.899 0.128
C 1.598 -1.675 0.183
P -0.134 -1.425 0.667
C -0.968 -2.452 -0.573
C -0.377 -2.326 2.265
C 0.469 -1.619 3.322
C 0.026 -3.808 2.239
C -1.882 -2.269 2.547
C 1.650 1.371 -2.154
C 3.081 1.620 -2.637
C 0.781 2.582 -2.495
C 1.086 0.127 -2.830
H 3.779 1.701 -0.008
H 2.885 1.945 1.483
H 2.786 3.148 0.183
H 6.201 -1.179 -0.684
H 7.179 -3.458 -0.740
H 5.749 -5.439 -0.438
H 3.313 -5.184 -0.047
H -0.430 -3.403 -0.628
H -0.915 -1.964 -1.543
H -2.004 -2.631 -0.301
H 1.528 -1.809 3.150
H 0.225 -2.005 4.310
H 0.318 -0.538 3.324
H 1.084 -3.954 2.044
H -0.543 -4.377 1.507
H -0.202 -4.225 3.219
H -2.320 -1.293 2.341
H -2.066 -2.516 3.591
H -2.409 -3.007 1.946
H 3.475 2.563 -2.264
H 3.068 1.687 -3.725
H 3.765 0.823 -2.354
H 1.157 3.504 -2.051
H -0.257 2.429 -2.187
H 0.795 2.726 -3.576
H 1.739 -0.737 -2.706
H 0.999 0.315 -3.900
H 0.101 -0.108 -2.425
C -2.186 0.281 -4.049
As -3.001 -0.022 -2.335
C -4.593 1.057 -2.325
C -3.665 -1.828 -2.343
O -1.987 0.347 -1.052
H -2.932 0.134 -4.828
H -1.367 -0.417 -4.206
H -1.809 1.303 -4.092
H -5.208 0.733 -3.162
H -4.348 2.110 -2.455
H -5.149 0.910 -1.404
H -4.449 -1.869 -3.098
H -4.095 -2.073 -1.372
H -2.885 -2.541 -2.597
```

- Strongest force on any atom: 1.09 eV Å⁻¹
- Charge: +2
- ΔE to the lowest compared entry with this formula, charge and spin: 0.011 eV
- Molar mass: 664.6 g mol⁻¹
- E_LUMO (alpha / beta): -0.2115 / -0.2199 Ha